1.
C5H11NO4 | ωB97M-V/def2-TZVPD

Positions of all 21 atoms, in Å:
C  1.001  0.265  -0.276
C  1.210  -1.955  0.763
C  -0.949  -1.363  -0.431
C  -0.413  0.121  1.556
C  0.243  -0.820  0.362
N  -0.446  2.035  -0.824
O  1.991  0.666  -0.795
O  -1.560  0.728  1.192
O  -0.835  1.704  -2.161
O  0.477  3.029  -0.841
H  0.592  -2.823  0.829
H  1.610  -1.706  1.645
H  1.934  -2.094  0.067
H  -1.696  -0.555  -0.881
H  -0.488  -1.795  -1.295
H  -1.658  -1.985  0.044
H  0.302  0.859  1.973
H  -0.710  -0.583  2.457
H  -1.476  1.253  0.441
H  -0.451  2.479  -2.598
H  1.320  2.540  -1.228

Output
**Frontier orbital gap (spin up / spin down)**: 0.2881 / 0.3172 hartree
**LUMO energy (spin up / spin down)**: 0.388 / 0.537 eV

2.
C17H15ClN2O2S | ωB97M-V/def2-TZVPD

Positions of all 38 atoms, in Å:
O  3.022  0.676  -2.911
C  2.078  0.743  -2.165
N  0.860  0.202  -2.547
C  -0.349  0.357  -1.947
N  -0.599  1.014  -0.906
C  -1.966  1.041  -0.507
C  -2.867  0.350  -1.562
S  -1.747  -0.418  -2.766
C  2.085  1.379  -0.820
C  2.216  2.748  -0.677
C  2.185  3.321  0.584
C  2.027  2.513  1.693
C  1.925  1.137  1.564
C  1.968  0.552  0.307
O  1.968  -0.780  0.033
C  1.592  -1.727  1.015
C  0.095  -1.904  1.056
C  -0.663  -1.469  2.134
C  -2.038  -1.625  2.150
C  -2.678  -2.222  1.076
C  -1.944  -2.656  -0.013
C  -0.568  -2.493  -0.020
Cl  0.330  -3.045  -1.387
H  0.871  -0.304  -3.425
H  -2.049  0.538  0.463
H  -2.261  2.085  -0.371
H  -3.495  1.063  -2.096
H  -3.491  -0.426  -1.123
H  2.324  3.361  -1.559
H  2.276  4.390  0.696
H  1.990  2.951  2.680
H  1.815  0.538  2.455
H  1.981  -1.468  2.004
H  2.063  -2.661  0.690
H  -0.169  -1.006  2.976
H  -2.609  -1.283  3.000
H  -3.750  -2.350  1.086
H  -2.427  -3.120  -0.859

Output
**Frontier orbital gap**: 0.3307 hartree
**SMILES**: O=C(NC1=NCCS1)c1ccccc1OCc1ccccc1Cl
**LUMO energy**: 0.612 eV